1.
12
Properties=species:S:1:pos:R:3 method="wB97M-V/def2-TZVPD" charge=0 smiles=COc1c[nH]nn1 relative_energy_ev=2.497 homo_ev=-8.8
O 1.58 0.12 -0.21
N -1.57 -1.16 0.27
N -1.83 0.12 0.17
N -0.68 0.76 0.07
C 0.29 -0.14 0.05
C -0.27 -1.42 0.20
C 1.95 1.49 -0.44
H 0.24 -2.40 0.15
H 1.30 1.95 -1.19
H -2.38 -1.72 0.42
H 1.87 2.10 0.50
H 3.06 1.48 -0.66

2.
12
Properties=species:S:1:pos:R:3 method="wB97M-V/def2-TZVPD" charge=0 smiles=Nc1[nH]cnc1O relative_energy_ev=3.046 homo_ev=-8.2
O 0.93 2.01 -0.03
N -0.84 -0.99 -0.06
N -1.21 1.10 -0.06
N 1.56 -1.10 -0.15
C 0.20 0.88 0.19
C 0.43 -0.43 0.05
C -1.71 -0.01 -0.02
H -1.16 -2.06 0.35
H 0.30 2.69 -0.06
H -2.80 -0.29 -0.25
H 2.15 -1.42 0.78
H 2.15 -0.37 -0.73

3.
12
Properties=species:S:1:pos:R:3 method="wB97M-V/def2-TZVPD" charge=0 relative_energy_ev=5.829 homo_ev=-7.2
O 3.08 0.45 0.56
N -2.35 -0.75 0.08
N -1.26 -1.23 1.04
N 1.16 0.65 -0.40
C -0.96 -0.37 0.09
C -0.22 0.46 -0.67
C 1.77 0.08 0.62
H -0.66 1.01 -1.48
H 1.68 1.24 -1.06
H -2.69 -1.44 -0.58
H -3.05 -0.13 0.48
H 3.50 0.02 1.32